The following is a DFT calculation (ωB97M-V/def2-TZVPD) of a molecular structure, C32H44Cl2NO2P3Pt at a distorted geometry.

```
! wB97M-V def2-TZVPD RIJCOSX def2/J DEFGRID3
* xyz 2 5
H -3.08068 -4.11937 0.65275
H -4.28893 2.06088 -1.39393
H -0.83452 2.73202 -3.93030
C 2.30234 3.07471 -4.12060
H -2.00624 2.62196 1.20956
N 5.06197 -0.81824 1.73649
H 3.01601 0.00284 -4.04983
H 5.78172 -0.79784 3.71776
C 0.90602 4.68736 2.60379
C -1.41458 3.06671 2.01189
C -0.24063 -5.73840 -0.32490
H -3.64140 -1.45004 -3.80830
P 1.30133 1.63549 -3.81510
C -3.89244 1.05074 -1.49613
C -5.04561 -1.82390 3.20457
C 0.23316 0.42366 -0.11156
C -3.28483 0.41735 -0.43609
H 5.17176 -1.25167 -0.31187
H -0.90964 0.66500 -1.84802
H 3.90819 0.70292 2.55589
C 0.63793 -4.65356 -0.29651
H 6.89546 -1.43031 2.46171
H 1.82083 3.96325 -3.69536
C 3.99488 -0.03248 1.81642
H -1.16919 -1.84187 3.56849
C 5.16085 -1.76380 0.65912
H -4.69185 -1.39480 1.11997
Pt 1.47340 1.53729 0.91880
H 0.91812 -2.56888 0.14816
H 1.17946 4.14841 3.51275
H 2.79727 2.55086 -1.26345
P -1.91680 -1.67095 0.76930
H -0.52541 3.81734 -0.86218
H -6.14298 -1.80706 3.09782
H 3.29198 2.92963 -3.67264
H 6.59996 0.33128 2.62001
O 0.44300 -0.87320 -2.06563
O 3.03292 -0.21510 0.88255
H -1.31318 2.35073 2.83115
C 0.20241 -3.40256 0.05762
C 1.14529 1.39916 -1.97834
H 2.38760 3.17672 -5.20931
H 0.00192 -1.60767 -1.57704
Cl 3.30540 3.11080 1.26107
C 2.00884 0.12761 -4.46765
C 0.12412 0.06276 1.18099
H 1.70394 -4.83359 -0.56486
H 2.05813 0.21939 -5.55991
C -3.05308 -2.08751 4.57765
H -1.91300 3.97051 2.37210
C -1.14946 -3.18597 0.35447
C -2.25959 -1.85942 3.47413
C -2.85032 -1.55082 -1.81817
Cl 1.38559 1.48424 3.49906
C -3.52436 -0.91271 -2.88392
P 0.21767 3.52807 1.40827
C -0.38704 1.84457 -4.40027
H -0.64272 5.32016 0.08321
H -0.34726 1.98738 -5.48706
C 0.10330 0.38973 -1.47837
H 0.30229 -0.13579 2.18856
H 0.93806 4.75453 -0.51626
H 0.15475 5.44871 2.82834
H -0.99499 0.95964 -4.16505
H -4.53208 0.85588 -3.55822
C 1.92130 1.92048 -1.03437
C 6.14392 -0.66594 2.69007
H 1.38114 -0.71846 -4.16177
H -2.61214 -2.27890 5.57117
C -1.58611 -5.54986 0.01869
H 1.80336 5.14442 2.18533
C -2.72706 -0.85472 -0.57584
C -4.24287 -1.59837 2.08618
C -2.84469 -1.65331 2.21982
H 4.31076 -2.45622 0.66529
H -2.29940 -6.38989 0.01985
H -5.10096 -2.27661 5.32479
C -4.02645 0.38907 -2.73120
C -0.02856 4.44190 -0.11921
H -2.46299 -2.53872 -1.92943
C -4.45304 -2.07841 4.45263
H 6.09142 -2.31413 0.79642
H 0.09532 -6.74973 -0.61038
C -2.04847 -4.27928 0.36967
H -3.22954 0.92392 0.54472
*
```

For the total energy, the calculation gives -95620.834 eV. The orbital gap (spin up / spin down) comes out at 5.54 / 5.82 eV. The molecular weight comes out at 833.62 g/mol. Its HOMO energy (spin up / spin down) is -10.55 / -13.42 eV. For the LUMO energy (spin up / spin down), the calculation gives -0.1842 / -0.2793 Ha.


The following is a DFT calculation (ωB97M-V/def2-TZVPD) of 2 unconnected molecules or ions with the total composition C4H13NS at a distorted geometry.

```
! wB97M-V def2-TZVPD RIJCOSX def2/J DEFGRID3
* xyz 0 1
C 2.19763 -0.44891 2.22363
H 0.57115 1.62180 2.36747
H -1.35050 0.16948 -4.05709
H 1.46361 -0.06948 1.49216
H -2.93351 0.11711 -3.54599
H 2.84192 -1.09927 1.79473
N -0.58949 -1.39225 -1.42167
H 1.54264 -0.84678 3.00587
H 0.88505 1.75990 4.15074
C -2.03803 -0.37401 -3.38409
H -0.91520 0.62302 -1.88811
H -0.27005 -2.06384 -2.20769
H -1.06908 -1.92364 -0.68919
H -2.09039 -1.33764 -3.72184
H -2.45801 -0.27348 -1.29490
H 1.40736 3.01515 3.07214
S 2.98906 0.94112 2.94153
C 1.33478 1.92067 3.08726
C -1.51894 -0.33895 -1.92496
*
```

The SMILES is CCN.CSC. For the total energy, the calculation gives -16682.566 eV. The orbital gap comes out at 9.30 eV. The molecular weight comes out at 107.22 g/mol. Its HOMO energy is -8.34 eV. For the LUMO energy, the calculation gives 0.0354 Ha.


Question: Which of these has the lowest molecular weight?
Answer: C4H13NS


Question: Look up the molecular weight of the second one.
Answer: 107.22 g/mol


Question: Look up the molecular weight of the second one.
Answer: 107.22 g/mol